1.
The following is a quantum chemistry calculation of the molecule C5H9N in a non-equilibrium geometry, from the Open Molecules 2025 dataset.

As for the structure (SMILES): C1C[C@H]2N[C@@H]2C1. The energy relative to the best compared isomer or geometry (same formula, charge and spin) comes out at 456.86 kJ/mol. For the HOMO-LUMO gap, the calculation gives 9.45 eV.

```
15
C5H9N, DFT ωB97M-V/def2-TZVPD
C -0.85654 0.25244 -0.98499
C -1.05222 0.81107 0.49320
C 0.42058 0.54538 0.85131
N 1.29968 -0.27936 1.66299
C 0.61661 -0.96354 0.55421
C 0.45582 -0.84227 -0.90190
H -1.86180 -0.22473 -1.31840
H -0.72383 1.06697 -1.72360
H -1.08686 1.96797 0.39598
H -1.83377 0.35090 1.08093
H 0.85797 1.25880 0.01387
H 2.28062 -0.14588 1.51957
H -0.14307 -1.48820 1.03417
H 0.23653 -1.87729 -1.35295
H 1.39029 -0.43226 -1.32438
```

Atomic partial charges in e from the Mulliken method, atoms 1 to 6: number 1, C, carries -0.607; number 2, C, carries -0.536; number 3, C, carries 0.020; number 4, N, carries -0.530; number 5, C, carries -0.263; number 6, C, carries -0.634


2.
The following is a quantum chemistry calculation of a structure of composition C15H12N2NiO5S2, from the Open Molecules 2025 dataset.

The energy relative to the best compared isomer or geometry (same formula, charge and spin) comes out at 0.00 kJ/mol. For the HOMO-LUMO gap (spin up / spin down), the calculation gives 7.35 / 7.29 eV. The expectation value of S² is 2.005. Its multiplicity is 3.

```
37
C15H12N2NiO5S2, DFT ωB97M-V/def2-TZVPD
Ni 0.26609 2.24379 0.65228
O 3.54785 2.44007 -2.16294
C 2.40872 2.47508 -1.47689
O 2.25971 3.08837 -0.44612
C 1.29813 1.68643 -2.09299
C 1.31529 1.06118 -3.32066
C 0.15570 0.38831 -3.71435
C -0.94700 0.36039 -2.88163
C -0.86855 1.00999 -1.65270
N 0.22950 1.65122 -1.30181
C -1.97427 1.03757 -0.59351
O -3.03277 0.50421 -0.87116
O -1.62846 1.63062 0.48534
H 4.19199 2.98468 -1.68356
H 2.19364 1.09897 -3.94745
H 0.12762 -0.11310 -4.67266
H -1.86359 -0.15196 -3.13692
S 0.31514 3.47932 2.55712
C 0.06419 2.16112 3.58691
N -0.09434 1.27129 4.30887
C 1.86584 -1.41062 2.63531
S 1.41091 -0.89525 0.98947
O 1.37632 0.61606 1.14391
C -0.22796 -1.55775 0.91737
C -1.19104 -1.20903 1.85490
C -2.45105 -1.77021 1.74121
C -2.73095 -2.66586 0.71713
C -1.75924 -3.00648 -0.21152
C -0.49545 -2.44275 -0.11973
H 1.15938 -0.96899 3.33822
H 2.87162 -1.03946 2.81859
H 1.84141 -2.49860 2.67455
H -0.97594 -0.50364 2.64575
H -3.22133 -1.48669 2.44449
H -3.72307 -3.08839 0.63212
H -1.98712 -3.69702 -1.01219
H 0.27309 -2.68288 -0.84475
```

Atomic partial charges in e from the Mulliken method, atoms 1 to 6: number 1, Ni, carries 0.212; number 2, O, carries -0.451; number 3, C, carries 0.118; number 4, O, carries -0.517; number 5, C, carries 0.426; number 6, C, carries -0.328


3.
The following is a quantum chemistry calculation of a structure of composition C28H36IN6O3S2Zn in a non-equilibrium geometry, from the Open Molecules 2025 dataset.

Its net charge is -1. For the HOMO-LUMO gap, the calculation gives 3.21 eV.

```
77
C28H36IN6O3S2Zn, DFT ωB97M-V/def2-TZVPD
Zn -0.28300 -1.86488 -0.53096
C -0.55481 -1.29752 -4.90432
C 0.64411 -1.99639 -4.33994
N 1.44238 -2.72542 -5.13395
C 2.56540 -3.37972 -4.60325
C 2.95379 -3.17995 -3.26317
C 4.01268 -4.15132 -2.64897
O 3.50141 -4.84409 -1.52143
C 2.13683 -2.30713 -2.46570
C 2.56790 -1.90766 -1.08081
N 1.76056 -1.49642 -0.15435
C 2.36554 -0.84729 0.91323
C 3.30297 0.08768 0.54456
C 3.89841 0.89794 1.45487
C 3.64666 0.76794 2.81067
C 2.75880 -0.22908 3.21215
C 2.10638 -1.01834 2.25619
I 0.49631 -2.23296 2.93475
C 0.97911 -1.73123 -2.99245
O 0.18671 -0.95797 -2.27927
H -0.80184 -1.60670 -5.94703
H -0.53709 -0.15299 -5.05077
H -1.44598 -1.46518 -4.30079
H 3.15967 -4.03989 -5.29015
H 4.93656 -3.67639 -2.25509
H 4.26405 -4.89293 -3.42248
H 2.59694 -5.15689 -1.77148
H 3.61136 -1.87330 -0.82353
H 3.60969 0.23922 -0.45924
H 4.49836 1.69877 1.12450
H 4.20454 1.36689 3.48834
H 2.62136 -0.46404 4.23585
C 1.35809 7.51174 1.26677
C 0.28432 7.41628 2.36926
N 0.49166 6.28678 3.31489
C -0.63111 5.57086 3.50908
S -1.24286 5.18903 5.09945
N -1.33562 5.14919 2.43523
C -0.67550 4.89993 1.13138
C -1.18782 5.61465 -0.10325
H 1.36411 8.51440 0.97089
H 1.23393 6.99873 0.34355
H 2.35420 7.26071 1.65622
H -0.71230 7.39555 1.93338
H 0.48783 8.30933 2.89713
H 0.90648 6.59086 4.18212
H -2.19185 4.70354 2.66336
H -0.64110 3.83710 0.89351
H 0.37730 5.01884 1.28405
H -2.15333 5.21248 -0.45751
H -0.42125 5.46925 -0.90068
H -1.37192 6.66155 0.03356
C -2.99317 -1.09351 1.11637
O -2.41486 0.17951 0.49439
C -1.30296 0.04150 -0.10874
C -0.92983 1.37886 -0.68971
H -3.97699 -0.73851 1.39178
H -2.31104 -1.35922 1.94299
H -3.18799 -1.87347 0.38351
H -1.65224 2.13849 -0.50695
H -0.83411 1.08245 -1.73151
H 0.08504 1.71114 -0.48612
N -4.98437 -5.32941 2.15008
C -4.85308 -5.02876 0.75030
S -6.18324 -5.48987 -0.30286
C -3.64742 -4.62645 0.28357
C -3.21678 -4.24446 -1.17234
C -1.92967 -3.91827 -1.41041
N -0.93829 -3.74848 -0.42555
C -1.25700 -4.20302 0.82364
C -2.48746 -4.68700 1.14407
H -5.80248 -5.85995 2.29931
H -4.18699 -5.76237 2.53175
H -3.92516 -4.41901 -1.95316
H -1.66730 -3.74072 -2.43773
H -0.42155 -4.53813 1.47599
H -2.48012 -5.04485 2.17893
```

Atomic partial charges in e from the Mulliken method, atoms 1 to 6: number 1, Zn, carries 0.911; number 2, C, carries -1.176; number 3, C, carries 0.854; number 4, N, carries -0.689; number 5, C, carries -0.702; number 6, C, carries 0.088


4.
The following is a quantum chemistry calculation of a structure of composition C4H5N3O in a non-equilibrium geometry, from the Open Molecules 2025 dataset.

The energy relative to the best compared isomer or geometry (same formula, charge and spin) comes out at 317.89 kJ/mol. For the HOMO-LUMO gap, the calculation gives 8.70 eV.

```
13
C4H5N3O, DFT ωB97M-V/def2-TZVPD
N 0.25328 0.65491 -1.54785
C -0.52038 2.04746 -0.39468
C -0.21199 0.18844 0.88846
C 0.36540 -0.43278 -0.86549
N -0.55662 -0.43030 2.00568
C 0.61340 -1.73273 -0.91070
N -0.61904 1.44738 0.74106
O -0.60661 3.09210 -0.92717
H 1.06358 1.02130 -2.03086
H -1.04628 0.05043 2.75159
H -0.25716 -1.37671 2.16175
H 0.59970 -2.34712 -0.02802
H 0.92271 -2.18238 -1.84379
```

Atomic partial charges in e from the Mulliken method, atoms 1 to 6: number 1, N, carries -0.555; number 2, C, carries 0.624; number 3, C, carries 0.284; number 4, C, carries 0.646; number 5, N, carries -0.283; number 6, C, carries -0.929


5.
The following is a quantum chemistry calculation of the molecule C4H7NO2, from the Open Molecules 2025 dataset.

The energy relative to the best compared isomer or geometry (same formula, charge and spin) comes out at 529.44 kJ/mol. For the HOMO-LUMO gap, the calculation gives 8.23 eV.

```
14
C4H7NO2, DFT ωB97M-V/def2-TZVPD
O -1.10096 0.39308 0.83195
C -1.27775 -0.02812 -0.78681
C -0.00622 1.32959 0.88274
O 1.21878 0.69042 0.95840
C 1.71881 -0.01860 -0.13491
N 1.15322 -0.77587 -0.95455
C -0.26426 -1.12763 -0.94735
H -0.89275 -0.35271 1.43056
H -2.26560 -0.50810 -0.69674
H -0.14309 1.89264 -0.04068
H -0.10861 1.92709 1.78989
H 2.80045 0.11247 -0.14975
H -0.49454 -1.54705 -1.93646
H -0.33748 -1.98720 -0.24630
```

Atomic partial charges in e from the Mulliken method, atoms 1 to 6: number 1, O, carries -0.299; number 2, C, carries -0.584; number 3, C, carries -0.256; number 4, O, carries -0.398; number 5, C, carries 0.087; number 6, N, carries -0.423


6.
The following is a quantum chemistry calculation of a cluster of 2 separate species, C2F4OS in total in a non-equilibrium geometry, from the Open Molecules 2025 dataset.

The energy relative to the best compared isomer or geometry (same formula, charge and spin) comes out at 320.36 kJ/mol. For the HOMO-LUMO gap (spin up / spin down), the calculation gives 7.22 / 7.16 eV.

```
8
C2F4OS, DFT ωB97M-V/def2-TZVPD
C -0.07199 0.84440 -0.49200
C 0.92896 -0.25313 -0.11594
O -3.15007 -0.91429 0.67393
F 0.09033 1.84944 0.34181
F 2.18455 0.19418 0.05126
F 0.97094 -1.19000 -1.06369
F 0.56949 -0.87132 1.02583
S -3.14525 0.14133 -0.32447
```

Atomic partial charges in e from the Mulliken method, atoms 1 to 6: number 1, C, carries -0.174; number 2, C, carries 0.938; number 3, O, carries -0.278; number 4, F, carries -0.088; number 5, F, carries -0.234; number 6, F, carries -0.225


How do the records compare in total energy? In the order shown, they have -250.49293; -3369.26945; -4516.10168; -394.84648; -361.67920; -948.91750 Eh.